Record 1
DFT (ωB97M-V with the def2-TZVPD basis set) results for an isolated molecule of C5H8O in a non-equilibrium geometry.

```
14
Properties=species:S:1:pos:R:3:forces:R:3
C -1.09238 -0.63215 -0.61488 -0.049 -0.312 -0.078
C 0.18945 0.08828 -0.91703 0.026 -0.010 0.140
C -1.04379 0.86415 -0.53485 0.028 0.349 -0.018
C 0.06186 -0.01306 1.98804 0.915 -0.334 0.316
O 1.16307 -0.41222 1.40791 -0.628 0.178 -0.373
C 1.39579 -0.03119 0.00640 0.045 0.059 -0.245
H -1.64479 -1.07489 -1.43753 0.141 0.059 0.045
H -1.11632 -1.22422 0.29586 -0.164 0.233 -0.092
H 0.49865 0.13497 -1.96527 -0.021 -0.055 0.352
H -1.56799 1.41828 -1.30737 0.162 -0.100 -0.022
H -1.01644 1.32831 0.44506 -0.218 -0.207 -0.243
H 0.15424 -0.51895 2.98052 -0.021 0.138 -0.043
H 2.05040 -0.83153 -0.35572 -0.092 0.172 0.080
H 1.96826 0.90420 0.00886 -0.125 -0.170 0.182
```
Positions in Å, forces in eV/Å.

Computed properties:
- Net charge: 0
- Orbital gap: 9.24 eV
- Energy relative to the best compared isomer or geometry (same formula, charge and spin): 4.385 eV
- Energy: -7357.8700 eV

Record 2
DFT (ωB97M-V with the def2-TZVPD basis set) results for a structure of composition C15H29N2ORh in a non-equilibrium geometry.

```
48
Properties=species:S:1:pos:R:3:forces:R:3
C 1.29115 1.83584 -0.87070 1.544 0.880 0.114
H 2.13941 2.36980 -0.41110 -0.054 -0.368 0.127
H 1.67067 1.55130 -1.84814 -0.120 -0.401 0.139
H 1.28404 0.88454 -0.11862 1.791 2.340 -1.017
C 0.19541 2.87784 -1.00691 -0.819 -0.377 0.638
H -0.70350 2.48862 -1.51021 0.172 0.024 0.039
H -0.11326 3.17331 0.00224 -0.098 0.146 -0.189
C 0.75467 4.08080 -1.77037 0.030 -0.033 0.071
H -0.01406 4.83590 -1.93710 0.033 -0.078 0.119
H 1.56611 4.52310 -1.18987 -0.035 0.103 -0.110
H 1.14864 3.79621 -2.74663 0.010 -0.062 -0.009
C -0.77431 -1.95484 -0.15654 -0.819 -3.777 -0.460
C -1.42106 -1.12840 -1.13264 -1.920 -1.285 -1.415
C -0.40899 -0.61362 -2.01582 -0.112 -1.072 -3.135
C 0.85690 -1.14616 -1.59343 1.402 -2.413 -3.076
C 0.62446 -1.98266 -0.45536 0.855 -3.316 -0.899
C 1.63704 -2.81304 0.28246 -0.050 0.428 0.146
C 2.16017 -1.04763 -2.34486 -0.046 0.019 0.065
C -0.63888 0.25361 -3.21757 -0.004 0.117 0.000
C -2.88075 -0.80929 -1.13753 0.106 0.219 0.252
C -1.43899 -2.69294 0.96111 0.096 0.546 0.172
Rh -0.02883 -0.07718 -0.11236 -1.739 9.188 9.632
H 2.99513 -1.38782 -1.72347 -0.164 0.101 -0.179
H 2.12166 -1.69035 -3.23624 -0.032 0.129 0.227
H 2.37885 -0.02985 -2.68453 -0.078 -0.301 0.001
H 2.65667 -2.54784 0.00422 -0.088 -0.071 0.021
H 1.53260 -2.67757 1.36549 0.038 -0.124 -0.144
H 1.48321 -3.87750 0.06473 -0.050 0.175 -0.021
H -2.29302 -2.12717 1.33235 -0.090 -0.127 0.003
H -1.78688 -3.67521 0.63861 0.020 -0.031 -0.109
H -0.74702 -2.82895 1.79200 -0.019 -0.128 -0.006
H -3.09148 0.04751 -1.77451 -0.101 -0.092 -0.010
H -3.47259 -1.66363 -1.47885 0.101 0.022 -0.023
H -3.20105 -0.56462 -0.11878 -0.138 -0.057 -0.178
H 0.09030 1.07207 -3.27003 -0.167 -0.232 -0.066
H -0.54833 -0.33431 -4.13975 -0.021 0.059 0.199
H -1.64259 0.68951 -3.18246 0.241 -0.067 -0.122
C -1.83970 0.12882 4.37228 -0.584 0.089 0.158
N -0.40223 0.20155 4.19979 0.673 -0.079 -0.257
C 0.17929 0.43422 3.02482 0.174 0.006 0.404
N 1.53891 0.37740 2.96962 -0.249 0.003 -0.256
O -0.52089 0.67220 1.99261 0.526 -0.255 -1.019
H -2.32625 0.03912 3.39388 0.222 0.030 0.330
H -2.21015 1.03350 4.86707 0.020 -0.228 -0.090
H -2.08417 -0.74647 4.98038 0.007 0.185 -0.100
H 0.20484 0.02087 4.99596 -0.384 0.084 -0.229
H 2.00551 0.66461 2.11588 -0.133 0.072 0.560
H 2.07334 0.36470 3.82889 0.053 0.012 -0.298
```
Positions in Å, forces in eV/Å.

Computed properties:
- <S²>: 6.008
- Net charge: +2
- Orbital gap (spin up / spin down): 8.63 / 5.90 eV
- Energy relative to the best compared isomer or geometry (same formula, charge and spin): 0.000 eV
- Spin multiplicity: 5
- Energy: -24040.6814 eV

Record 3
DFT (ωB97M-V with the def2-TZVPD basis set) results for a structure of composition C6H15NO2Rb in a non-equilibrium geometry.

```
25
Properties=species:S:1:pos:R:3:forces:R:3
Rb -2.25079 0.02382 -1.64643 0.243 -0.108 0.097
C -2.11985 -0.44215 3.98409 0.548 -1.136 0.003
O -0.92800 -0.45343 3.22838 -0.027 0.427 0.294
C -1.05325 -0.40205 1.84784 2.025 -1.177 0.190
C 0.37668 -0.79691 1.39258 -0.373 -0.426 -0.657
N 0.64407 -0.67470 -0.03686 -0.963 0.691 -0.345
C 1.35551 0.53418 -0.42728 0.054 -0.946 -1.420
C 1.42724 0.65845 -1.98037 0.831 0.480 0.321
O 0.23638 0.53983 -2.78543 0.511 0.026 0.552
C 0.57441 0.73979 -4.16260 -1.601 1.100 -1.050
H -2.54923 0.52342 3.98435 -0.749 1.135 -0.087
H -1.81036 -0.67687 5.00073 -0.212 -0.114 -0.006
H -2.82555 -1.20134 3.60754 0.084 0.217 0.188
H -1.38799 0.51174 1.40633 -0.058 1.445 0.039
H -1.76006 -1.12998 1.51833 -0.692 -1.051 -0.404
H 0.57069 -1.83223 1.65875 -0.366 -0.157 0.184
H 1.11538 -0.25120 1.93722 0.298 0.748 0.741
H 1.25133 -1.40647 -0.32023 0.179 -1.050 -0.217
H 2.40415 0.47762 -0.10922 0.114 0.125 -0.117
H 0.97532 1.37435 0.08097 -0.893 1.188 0.363
H 2.09073 -0.18342 -2.28940 -0.096 0.819 -0.084
H 1.85143 1.67516 -2.19866 0.142 -1.042 0.054
H 0.47636 1.84500 -4.47454 0.449 -1.500 0.679
H -0.20802 0.20688 -4.74711 0.540 0.256 0.299
H 1.54339 0.34054 -4.46897 0.011 0.049 0.384
```
Positions in Å, forces in eV/Å.

Computed properties:
- Net charge: +1
- Orbital gap: 9.16 eV
- Energy relative to the best compared isomer or geometry (same formula, charge and spin): 1.023 eV
- Energy: -12698.9796 eV

Record 4
DFT (ωB97M-V with the def2-TZVPD basis set) results for a structure of composition C34H62AsBCsF3N6O9S in a non-equilibrium geometry.

```
118
Properties=species:S:1:pos:R:3:forces:R:3
Cs -0.08535 -2.19422 -0.36961 0.210 1.052 0.573
C 4.79202 1.55788 0.00129 -0.029 -0.009 0.009
C 3.29162 1.84566 -0.15328 -0.021 0.201 -0.143
C 2.90850 1.90385 -1.65215 -0.039 0.012 0.050
C 2.00090 3.06363 -2.14612 0.319 0.005 0.073
C 2.36589 3.32859 -3.61082 -0.002 0.012 0.035
C 2.25828 4.34562 -1.35023 -0.103 0.009 -0.029
N 0.53777 2.64135 -2.11729 -0.047 0.313 -0.044
C -0.49507 3.64394 -1.73069 -0.129 0.097 0.223
C -1.17332 3.49731 -0.37766 0.103 0.062 0.038
N -1.89090 2.25532 -0.09343 0.123 -0.095 -0.162
C -2.44586 1.52707 -1.24408 0.005 0.007 0.020
C -2.62771 0.01293 -0.98846 0.117 -0.404 -0.149
O -3.27109 -0.37640 0.01856 0.090 0.273 0.309
O -2.09894 -0.75334 -1.82588 -0.207 0.208 -0.246
C -2.86410 2.41511 1.00297 -0.049 0.022 0.110
C -4.04785 3.33824 0.66094 0.033 -0.047 -0.056
C -2.24130 2.90887 2.31218 0.014 -0.032 0.002
C -1.23805 2.00620 3.04600 -0.016 0.097 0.085
C -0.92051 2.70154 4.37724 -0.031 -0.050 -0.035
C -1.86002 0.63499 3.32432 -0.004 -0.030 -0.033
N -0.01360 1.93702 2.24313 0.043 -0.011 -0.109
C 1.03896 1.04809 2.71735 0.066 0.069 0.035
C 2.35791 1.40279 2.04254 -0.048 0.030 0.028
N 2.43217 0.96367 0.65072 0.057 -0.186 -0.028
C 2.85753 -0.45065 0.64553 0.067 0.112 -0.196
C 3.04801 -1.09213 -0.76430 -0.313 0.033 0.377
O 4.16727 -1.55443 -1.03704 0.110 -0.016 0.045
O 2.00055 -1.11613 -1.45559 0.930 0.402 -0.582
H 5.37145 2.35678 -0.46859 -0.004 0.014 -0.004
H 5.06118 0.60905 -0.46493 0.014 -0.005 0.002
H 5.07159 1.51760 1.05727 0.008 -0.008 0.008
H 3.12691 2.83947 0.26381 0.016 -0.015 0.006
H 2.48742 0.95157 -1.98569 -0.012 0.010 0.021
H 3.84189 2.02408 -2.20731 -0.006 -0.030 -0.036
H 3.38997 3.70211 -3.66159 0.016 -0.016 0.031
H 1.71006 4.07581 -4.05948 -0.017 0.001 -0.007
H 2.29898 2.40977 -4.19570 -0.012 -0.002 -0.014
H 3.33525 4.46242 -1.22091 0.014 -0.022 -0.007
H 1.79813 4.32751 -0.36128 0.017 0.011 0.017
H 1.90253 5.22684 -1.88708 -0.014 0.000 0.006
H 0.44761 1.79305 -1.55780 -0.033 -0.089 -0.118
H 0.15956 2.49407 -3.26938 0.356 -0.412 0.934
H -1.24593 3.66523 -2.52090 0.042 -0.110 0.012
H -0.03775 4.62956 -1.73433 -0.015 0.002 -0.055
H -1.83943 4.37376 -0.32405 -0.005 -0.010 -0.020
H -0.42442 3.63254 0.40883 -0.019 0.009 0.020
H -1.76226 1.59593 -2.08629 -0.012 0.005 0.009
H -3.40511 1.94153 -1.58964 -0.016 -0.012 0.012
H -3.26727 1.41573 1.15598 -0.031 -0.011 0.028
H -3.75134 4.38555 0.56253 0.017 0.006 -0.001
H -4.79024 3.28559 1.45895 -0.001 -0.024 0.017
H -4.54146 3.03288 -0.26081 -0.005 0.016 -0.020
H -3.07724 3.06733 3.00112 -0.015 0.012 -0.007
H -1.77820 3.89141 2.16981 0.018 0.004 -0.016
H -1.83807 2.85040 4.95091 -0.011 -0.008 0.009
H -0.46014 3.67369 4.19145 0.007 0.009 -0.008
H -0.24252 2.10973 4.99329 0.007 0.000 0.007
H -2.85076 0.73816 3.77479 -0.015 0.006 0.006
H -1.24011 0.06790 4.02155 0.035 -0.031 -0.002
H -1.96882 0.05277 2.40862 -0.029 -0.027 -0.012
H -0.27468 1.66085 1.29913 -0.013 -0.012 -0.008
H 0.81357 -0.01551 2.56990 -0.022 -0.022 -0.018
H 1.16848 1.19306 3.79312 0.008 -0.005 -0.007
H 3.19623 0.99069 2.63231 -0.020 -0.007 -0.004
H 2.43255 2.49266 2.07577 0.021 -0.003 0.013
H 2.07694 -0.99540 1.19036 0.285 -0.092 -0.157
H 3.80485 -0.58771 1.18972 -0.052 0.120 0.086
C -4.10374 -3.62258 0.89587 0.021 -0.053 -0.014
C -2.68106 -3.75898 1.42163 -0.069 -0.127 -0.112
C -2.67846 -4.39063 2.81071 -0.033 -0.038 -0.034
O -2.12012 -2.43670 1.57043 -0.422 -0.142 -0.040
C -1.81690 -4.76239 0.51481 -0.315 0.108 0.192
O -2.45673 -5.65669 -0.06184 -0.077 0.043 0.037
O -0.57126 -4.59429 0.52142 -0.194 -0.646 0.439
H -4.75506 -3.20952 1.67246 0.012 0.047 -0.001
H -4.47262 -4.59506 0.57743 0.001 -0.005 0.026
H -4.12287 -2.94184 0.04231 -0.014 -0.036 -0.030
H -3.16627 -3.72466 3.52878 -0.006 0.025 -0.013
H -1.65575 -4.58613 3.13396 0.006 0.002 0.019
H -3.21727 -5.33891 2.77860 0.024 -0.031 0.007
H -2.58581 -1.81087 0.95748 0.016 -0.280 0.297
O 1.10919 -0.04418 -4.74389 -0.289 0.212 -0.062
O 1.77108 -1.30819 -4.69835 0.016 -0.147 0.049
C -0.04303 -3.12198 -5.80050 0.040 0.064 0.108
As 0.37273 -2.49028 -4.00174 -0.143 0.174 0.723
C -1.16817 -3.47348 -3.12088 0.205 0.151 -0.282
C 1.82296 -3.59756 -3.25108 -0.321 0.144 -0.182
S -0.23834 -0.24763 -3.72877 0.197 -1.013 -0.096
H -0.49814 -4.11137 -5.77893 -0.002 0.012 0.042
H 0.87176 -3.11836 -6.38835 0.009 0.004 0.039
H -0.74094 -2.40363 -6.22979 0.006 -0.009 0.004
H -1.00566 -4.49496 -3.47544 -0.098 -0.008 -0.005
H -2.10960 -3.08355 -3.50552 0.022 0.023 -0.007
H -1.22906 -3.52179 -2.02923 -0.036 -0.085 -0.822
H 1.83354 -4.46030 -3.92298 0.225 -0.095 0.133
H 1.65511 -3.92957 -2.21918 -0.220 0.140 -0.375
H 2.73993 -3.01702 -3.28373 0.009 -0.033 -0.079
F 2.27471 -4.27181 7.18945 -0.031 -0.009 -0.076
C 1.51396 -4.94433 6.28946 0.063 -0.117 0.301
F 0.32627 -5.15230 6.88531 0.006 0.008 -0.040
F 2.09486 -6.15055 6.14038 -0.011 0.033 -0.045
C 1.39262 -4.19903 5.00111 -0.046 0.143 -0.206
C 0.31310 -3.36093 4.77466 0.090 -0.051 0.000
C 0.27289 -2.65797 3.57765 -0.048 -0.070 0.040
N 1.22462 -2.74223 2.65766 0.005 0.060 -0.037
C 2.24815 -3.55759 2.87948 0.049 0.002 -0.019
C 2.38228 -4.31125 4.03431 -0.051 -0.014 0.063
H -0.49394 -3.26925 5.48742 0.006 -0.014 0.019
H -0.57779 -2.03701 3.32896 -0.032 0.018 -0.001
H 2.99441 -3.61191 2.09400 0.012 0.004 0.003
H 3.22854 -4.97063 4.16594 -0.001 -0.010 0.019
B -1.43568 4.26374 -6.42932 0.087 -0.124 0.258
C -0.85974 3.33758 -5.28262 -0.048 -0.161 0.028
N -0.44706 2.68662 -4.42141 -0.298 0.336 -0.921
H -0.69178 5.21955 -6.47037 0.033 0.119 -0.087
H -2.55086 4.57652 -6.07540 -0.087 0.060 -0.047
H -1.43214 3.62508 -7.45194 -0.017 -0.004 -0.136
```
Positions in Å, forces in eV/Å.

Computed properties:
- Net charge: -2
- Orbital gap: 6.50 eV
- Energy: -144682.7823 eV